1.
The following is a DFT calculation (ωB97M-V/def2-TZVPD) of one molecule with the formula C4H5NOS2 in a non-equilibrium geometry.

Each line ends with the Löwdin charge.
Element x y z (Å)
1 S 2.42491 1.52680 0.03698  0.75
2 C 1.34669 0.35561 -0.30343  -0.83
3 C 1.56084 -0.85227 -1.19028  -0.16
4 C 0.30124 -1.68076 -0.92988  -0.09
5 C -0.59333 -0.73836 -0.17318  -0.49
6 N -1.83116 -0.89404 0.06438  -0.28
7 S -2.69642 0.22163 1.07995  0.74
8 O 0.10845 0.35762 0.16805  -0.01
9 H 1.48383 -0.50966 -2.21495  0.12
10 H 2.49620 -1.39250 -1.03323  0.12
11 H -0.21588 -2.21756 -1.73381  0.13
12 H 0.64960 -2.45563 -0.12530  0.16
13 H -3.81177 -0.50752 1.02199  -0.16

For the highest occupied orbital energy, the calculation gives -8.9351 eV. The relative energy (zero: lowest compared OMol25 entry of this formula, charge and spin) is 25.46 kcal per mole. Its spin multiplicity is 1. Its SMILES is S=C1CC/C(=N/S)O1. As for the largest force on an atom: 3.2 eV/A. The value obtained for the LUMO energy is -0.008 eV.

2.
The following is a DFT calculation (ωB97M-V/def2-TZVPD) of one molecule with the formula C4H5NOS2 in a non-equilibrium geometry.

Each line ends with the Löwdin charge.
Element x y z (Å)
1 O -1.77004 0.68699 1.01026  -0.04
2 C -1.07503 -0.12314 0.17928  -0.94
3 S -1.51950 -0.25962 -1.43607  0.68
4 C -0.06817 -1.14327 0.81274  -0.37
5 N 0.99296 -0.80953 1.73174  0.05
6 C 1.33114 -1.28872 0.26691  -0.22
7 C 1.42479 -0.12881 -0.66273  -0.51
8 S 1.17203 1.50671 -0.21119  0.71
9 H -0.82519 0.55868 1.71704  0.23
10 H -0.74814 -2.05551 1.10045  0.18
11 H 1.11004 0.29278 1.52631  0.03
12 H 1.87920 -2.10590 0.01697  0.10
13 H 1.67688 -0.36903 -1.78605  0.11

For the highest occupied orbital energy, the calculation gives -8.9253 eV. The relative energy (zero: lowest compared OMol25 entry of this formula, charge and spin) is 111.76 kcal per mole. Its spin multiplicity is 1. Its SMILES is OC(=S)[C@@H]1N[C@@H]1C=S. As for the largest force on an atom: 7.1 eV/A. The value obtained for the LUMO energy is -1.056 eV.

3.
The following is a DFT calculation (ωB97M-V/def2-TZVPD) of C4H5NS as an isolated structure in a non-equilibrium geometry.

Each line ends with the Löwdin charge.
Element x y z (Å)
1 C -0.68175 0.75590 -0.43940  -0.05
2 C -0.61985 -0.48220 -0.11220  -0.17
3 C -0.89247 2.04253 -0.93679  -0.27
4 C 0.72537 -1.20259 0.12784  -0.56
5 N -2.10339 1.93422 -0.58989  0.19
6 S 1.09576 -1.31611 1.92103  0.66
7 H -1.42809 -1.21292 0.19753  0.13
8 H -0.48934 2.85767 -1.47599  0.08
9 H 1.70037 -0.93419 -0.40121  0.10
10 H 0.64273 -2.14869 -0.21894  0.00
11 H 2.05065 -0.29361 1.92802  -0.11

For the highest occupied orbital energy, the calculation gives -9.1356 eV. The relative energy (zero: lowest compared OMol25 entry of this formula, charge and spin) is 103.86 kcal per mole. Its spin multiplicity is 1. As for the largest force on an atom: 3.4 eV/A. The value obtained for the LUMO energy is 0.464 eV.

4.
The following is a DFT calculation (ωB97M-V/def2-TZVPD) of a 2-piece molecular cluster, C4H5NS overall in a non-equilibrium geometry.

Each line ends with the Löwdin charge.
Element x y z (Å)
1 C 1.44807 -2.11303 -1.03951  -0.88
2 C 0.96005 1.08385 0.35079  0.01
3 C -0.21744 0.51156 0.30359  -0.26
4 C -1.59120 0.48767 0.44280  -0.17
5 N 2.43364 -2.69588 -0.91758  0.05
6 S -0.01953 -1.44558 -1.38053  0.68
7 H 1.92900 0.71253 -0.11927  0.10
8 H 1.01711 2.10272 0.80382  0.09
9 H -2.06999 0.01716 -0.41777  0.05
10 H -2.06435 -0.26694 1.32025  0.17
11 H -1.82534 1.60593 0.65340  0.14

For the highest occupied orbital energy (alpha / beta), the calculation gives -8.9487 / -8.9489 eV. The relative energy (zero: lowest compared OMol25 entry of this formula, charge and spin) is 85.62 kcal per mole. Its spin multiplicity is 1. As for the largest force on an atom: 5.2 eV/A. The value obtained for the LUMO energy (alpha / beta) is -1.369 / -1.368 eV.

5.
The following is a DFT calculation (ωB97M-V/def2-TZVPD) of one molecule with the formula C4H5NS2 in a non-equilibrium geometry.

Each line ends with the Löwdin charge.
Element x y z (Å)
1 S 3.05757 0.23661 -1.10995  0.66
2 C 1.90609 0.36303 0.03329  -0.65
3 N 0.56301 0.06670 -0.06074  -0.17
4 C -0.46763 0.54167 0.82208  -0.10
5 C -1.51252 -0.35637 0.01432  -0.08
6 C -0.30147 -0.53262 -0.96132  -0.82
7 S -0.05867 -1.42177 -2.27380  0.71
8 H 2.06050 0.84207 0.92579  0.03
9 H -0.30344 -0.05505 1.63473  0.09
10 H -0.69559 1.56323 0.92747  0.11
11 H -1.69081 -1.22580 0.51186  0.06
12 H -2.55704 -0.02170 -0.46373  0.16

For the highest occupied orbital energy, the calculation gives -8.3104 eV. The relative energy (zero: lowest compared OMol25 entry of this formula, charge and spin) is 57.10 kcal per mole. Its spin multiplicity is 1. Its SMILES is S=CN1CCC1=S. As for the largest force on an atom: 5.0 eV/A. The value obtained for the LUMO energy is -0.723 eV.

6.
The following is a DFT calculation (ωB97M-V/def2-TZVPD) of a 2-piece molecular cluster, C4H5O2S2 overall in a non-equilibrium geometry.

Each line ends with the Löwdin charge.
Element x y z (Å)
1 C 0.83691 -0.27161 0.04850  -0.56
2 C 0.44815 0.22277 -2.65549  -0.91
3 C -0.52741 -2.16989 1.32463  -0.18
4 C 0.19423 -1.20781 0.49485  -0.21
5 O 0.92498 -0.80343 -2.99308  0.00
6 O -0.35623 1.02009 -2.94893  0.00
7 S 1.45354 0.95390 -0.96167  0.70
8 S -0.79567 3.11408 1.43995  0.48
9 H -0.84254 -2.96923 0.56942  0.08
10 H -1.24019 -1.74599 2.12409  0.08
11 H 0.22182 -2.82970 1.92811  0.08
12 H -0.27130 2.48591 0.48327  -0.35
13 H -0.04629 4.20091 1.14635  -0.21

For the highest occupied orbital energy, the calculation gives -3.8364 eV. The relative energy (zero: lowest compared OMol25 entry of this formula, charge and spin) is 19.65 kcal per mole. Its spin multiplicity is 1. As for the largest force on an atom: 3.4 eV/A. The value obtained for the LUMO energy is 3.180 eV. Its net charge is -1.

7.
The following is a DFT calculation (ωB97M-V/def2-TZVPD) of C4H5O2Yb as an isolated structure in a non-equilibrium geometry.

Each line ends with the Löwdin charge.
Element x y z (Å)
1 H 0.22305 1.94770 0.43090  0.27
2 C 0.12764 0.74959 -0.27348  0.12
3 C 1.26528 0.92304 0.49077  -0.25
4 O 1.78080 0.50522 1.48243  -0.04
5 Yb 3.63174 1.03504 3.20754  1.92
6 H 0.07175 1.29007 -1.22302  0.14
7 O -0.61393 -1.91091 -1.78809  0.29
8 C -0.86327 -1.08033 -0.91780  -0.15
9 C -1.59875 -0.66683 0.12078  0.20
10 H -0.13404 -1.57134 -2.57527  0.22
11 H -1.33929 -1.05956 1.11126  0.13
12 H -2.55097 -0.16168 -0.06601  0.15

The expectation value of S² is 2.037. For the highest occupied orbital energy (alpha / beta), the calculation gives -18.3875 / -23.4309 eV. The relative energy (zero: lowest compared OMol25 entry of this formula, charge and spin) is 26.72 kcal per mole. Its spin multiplicity is 3. As for the largest force on an atom: 3.2 eV/A. The value obtained for the LUMO energy (alpha / beta) is -13.340 / -13.779 eV. Its net charge is +3.

8.
The following is a DFT calculation (ωB97M-V/def2-TZVPD) of C4H5O3Rb as an isolated structure in a non-equilibrium geometry.

Each line ends with the Löwdin charge.
Element x y z (Å)
1 O -0.25454 -2.33040 -1.14173  0.06
2 Rb -0.00980 2.15960 2.54544  0.97
3 O 0.06302 -0.20784 -0.48220  0.22
4 C -0.06508 -0.98397 -1.35928  -0.49
5 O -0.13227 -0.77435 -2.68842  0.02
6 C -0.05322 0.44539 -3.23422  0.26
7 C 0.64019 -3.49791 -1.65792  0.15
8 C 0.58145 -3.18335 -0.23234  0.09
9 H 0.02380 1.16726 -2.38982  0.04
10 H -0.02866 -4.24497 -2.08424  0.17
11 H 1.48284 -3.12611 -2.24327  0.16
12 H -0.03809 -3.97569 0.24923  0.18
13 H 1.39496 -2.62684 0.23502  0.16

For the highest occupied orbital energy, the calculation gives -16.1608 eV. The relative energy (zero: lowest compared OMol25 entry of this formula, charge and spin) is 0.00 kcal per mole. Its spin multiplicity is 1. As for the largest force on an atom: 1.8 eV/A. The value obtained for the LUMO energy is -7.790 eV. Its net charge is +2.

9.
The following is a DFT calculation (ωB97M-V/def2-TZVPD) of one molecule with the formula C4H5O4 in a non-equilibrium geometry.

Each line ends with the Löwdin charge.
Element x y z (Å)
1 O -1.47148 -0.47849 1.02109  0.09
2 C -0.27695 -0.65601 1.20510  -0.70
3 O 0.35426 -1.46596 1.85685  0.12
4 C 0.50807 0.88812 0.94370  0.10
5 C 0.70768 -0.00001 -0.05976  -0.04
6 C -0.15637 0.17449 -1.32226  -0.52
7 O -0.62168 -1.07278 -1.79633  0.03
8 O 0.56210 0.84002 -2.16524  0.18
9 H -0.15431 1.74749 0.93272  0.14
10 H 1.24122 1.04224 1.71330  0.13
11 H -1.08656 0.70717 -0.99680  0.20
12 H 1.70682 -0.39651 -0.16308  0.18
13 H -1.31281 -1.32977 -1.16930  0.10

The expectation value of S² is 0.757. For the highest occupied orbital energy (alpha / beta), the calculation gives -10.8800 / -10.8436 eV. The relative energy (zero: lowest compared OMol25 entry of this formula, charge and spin) is 80.97 kcal per mole. Its spin multiplicity is 2. As for the largest force on an atom: 4.5 eV/A. The value obtained for the LUMO energy (alpha / beta) is -1.477 / -3.097 eV.